Record 1
DFT (ωB97M-V/def2-TZVPD) results for a molecular structure, C12H30BrMnN2O4 at a distorted geometry.

```
! wB97M-V def2-TZVPD RIJCOSX def2/J DEFGRID3
* xyz 0 7
Mn 26.747 11.526 -16.693
Br 29.289 11.826 -17.293
C 33.760 10.489 -14.033
O 32.673 10.960 -14.850
C 32.402 12.335 -14.484
C 33.428 13.368 -14.917
N 33.724 13.360 -16.369
C 32.568 13.955 -17.088
C 32.899 14.249 -18.545
O 34.036 15.093 -18.679
C 34.050 15.582 -20.009
H 33.829 9.406 -14.143
H 33.594 10.621 -12.964
H 34.760 10.823 -14.312
H 32.176 12.416 -13.421
H 31.474 12.653 -14.960
H 34.371 13.140 -14.421
H 33.044 14.332 -14.583
H 33.469 12.418 -16.627
H 32.151 14.811 -16.557
H 31.770 13.213 -17.074
H 32.041 14.800 -18.932
H 33.159 13.363 -19.124
H 34.248 14.748 -20.683
H 34.887 16.278 -20.066
H 33.176 16.121 -20.372
C 30.832 12.630 -24.637
O 30.019 12.596 -23.523
C 30.399 13.448 -22.408
C 29.548 13.099 -21.189
N 29.738 13.911 -19.972
C 29.186 15.257 -20.148
C 29.428 16.295 -19.026
O 28.652 15.934 -17.877
C 29.190 16.564 -16.731
H 30.266 12.264 -25.494
H 31.672 11.962 -24.446
H 31.162 13.633 -24.904
H 30.106 14.421 -22.804
H 31.451 13.456 -22.124
H 29.901 12.137 -20.816
H 28.535 13.021 -21.584
H 29.648 13.421 -19.094
H 28.110 15.165 -20.299
H 29.546 15.749 -21.051
H 28.966 17.226 -19.354
H 30.483 16.494 -18.840
H 28.667 16.208 -15.843
H 29.003 17.637 -16.724
H 30.238 16.332 -16.538
*
```

Values from the calculation:
energy relative to the best compared isomer or geometry (same formula, charge and spin)	24.26	kcal per mole
Kohn-Sham gap (spin up / spin down)	7.935 / 6.981	eV
E_HOMO (spin up / spin down)	-8.2 / -8.3	eV
LUMO level (spin up / spin down)	-0.01016 / -0.04771	Eh
⟨S²⟩	12.002

Mulliken population analysis, charges in e, atoms 1 to 8: atom 1 (Mn): 0.4110, atom 2 (Br): -0.4588, atom 3 (C): -0.7841, atom 4 (O): -0.3099, atom 5 (C): -0.5945, atom 6 (C): -0.6128, atom 7 (N): -0.4309, atom 8 (C): 0.0119


Record 2
DFT (ωB97M-V/def2-TZVPD) results for a molecular structure, C29H46BrN3P2Pd at a distorted geometry.

```
! wB97M-V def2-TZVPD RIJCOSX def2/J DEFGRID3
* xyz 4 5
N -5.756 -1.819 4.327
C -4.824 -0.960 4.740
C -4.433 0.136 3.969
C -5.037 0.350 2.714
C -6.030 -0.573 2.302
C -6.346 -1.642 3.146
C -4.588 1.431 1.859
Pd -0.069 1.080 -1.516
P 4.791 0.407 -2.489
C -5.029 1.614 0.572
C -4.201 2.261 -0.419
C -4.157 1.828 -1.779
C -2.891 1.707 -2.364
C -1.810 2.134 -1.586
C -1.945 3.091 -0.577
C -3.199 3.161 0.030
Br 2.532 0.243 -2.422
H -3.789 2.067 2.257
H -5.982 1.200 0.246
H -3.636 0.790 4.320
H -6.508 -0.513 1.332
H -4.347 -1.151 5.709
H -7.087 -2.381 2.839
H -5.064 1.528 -2.306
H -3.379 3.807 0.890
H -2.752 1.247 -3.344
H -1.098 3.676 -0.244
P -0.495 -1.148 -1.306
C 5.063 2.047 -1.785
C 5.583 3.107 -2.748
H 5.763 1.919 -0.946
H 4.108 2.380 -1.350
H 5.788 4.022 -2.179
H 6.519 2.795 -3.228
H 4.836 3.346 -3.516
C 5.020 -0.103 -4.212
C 5.975 0.718 -5.066
H 4.033 -0.111 -4.701
H 5.351 -1.152 -4.168
H 6.027 0.243 -6.054
H 5.607 1.745 -5.203
H 6.994 0.740 -4.653
C 5.359 -0.829 -1.299
C 6.885 -0.941 -1.215
H 4.927 -1.802 -1.585
H 4.953 -0.541 -0.310
H 7.117 -1.720 -0.476
H 7.335 -1.245 -2.169
H 7.367 -0.014 -0.878
C 0.551 -2.340 -0.374
C 1.793 -2.908 -1.069
H -0.126 -3.172 -0.123
H 0.831 -1.870 0.580
H 1.928 -3.955 -0.756
H 1.715 -2.906 -2.160
H 2.707 -2.372 -0.778
C -0.630 -1.936 -2.954
C -1.676 -1.314 -3.871
H -0.862 -2.998 -2.763
H 0.369 -1.885 -3.417
H -1.817 -1.973 -4.733
H -2.643 -1.203 -3.368
H -1.357 -0.337 -4.247
C -2.113 -1.346 -0.446
C -2.065 -1.346 1.082
H -2.504 -2.302 -0.820
H -2.771 -0.545 -0.796
H -3.074 -1.491 1.492
H -1.429 -2.166 1.456
H -1.680 -0.402 1.501
C 0.755 2.270 3.932
N 0.941 1.688 2.613
C 1.914 0.758 2.299
C 1.794 0.486 0.966
N 0.748 1.243 0.472
C 0.242 1.960 1.472
H 0.773 1.493 4.709
H 1.557 2.990 4.170
H -0.211 2.786 3.968
H 2.549 0.307 3.040
H 2.384 -0.168 0.347
H -0.558 2.694 1.439
*
```

Values from the calculation:
Kohn-Sham gap (spin up / spin down)	6.743 / 5.206	eV
E_HOMO (spin up / spin down)	-18.4 / -19.4	eV
LUMO level (spin up / spin down)	-0.42783 / -0.52274	Eh
⟨S²⟩	6.103

Mulliken population analysis, charges in e, atoms 1 to 8: atom 1 (N): 0.0771, atom 2 (C): -0.4273, atom 3 (C): -0.2423, atom 4 (C): 0.5827, atom 5 (C): -0.3072, atom 6 (C): -0.4734, atom 7 (C): -0.2722, atom 8 (Pd): -0.7484


Record 3
DFT (ωB97M-V/def2-TZVPD) results for a molecular structure, CH3NO3S at a distorted geometry.

```
! wB97M-V def2-TZVPD RIJCOSX def2/J DEFGRID3
* xyz 0 3
C -0.773 0.583 -0.302
N -0.796 -1.226 0.092
O 1.863 0.756 -0.900
O 1.134 0.494 1.404
O 0.581 -1.310 -0.285
S 0.940 0.232 0.036
H -0.688 0.404 -1.360
H -1.560 1.262 0.183
H -0.701 -1.196 1.133
*
```

Values from the calculation:
energy relative to the best compared isomer or geometry (same formula, charge and spin)	112.35	kcal per mole
Kohn-Sham gap (spin up / spin down)	7.679 / 7.733	eV
E_HOMO (spin up / spin down)	-7.0 / -11.7	eV
LUMO level (spin up / spin down)	0.02627 / -0.14642	Eh
⟨S²⟩	2.009

Mulliken population analysis, charges in e, atoms 1 to 8: atom 1 (C): -0.6259, atom 2 (N): -0.1770, atom 3 (O): -0.5250, atom 4 (O): -0.5219, atom 5 (O): -0.1825, atom 6 (S): 0.9974, atom 7 (H): 0.3728, atom 8 (H): 0.3322


Record 4
DFT (ωB97M-V/def2-TZVPD) results for a molecular structure, C15H34AsBrIrN3O2Si3 at a distorted geometry.

```
! wB97M-V def2-TZVPD RIJCOSX def2/J DEFGRID3
* xyz 2 5
Ir 0.250 -0.095 -0.533
N -1.401 1.942 0.013
N -2.021 1.537 1.192
C -1.438 0.526 1.948
O -1.766 0.319 3.070
O -0.488 -0.193 1.282
H -0.943 2.836 0.137
H -2.091 2.036 -0.717
H -2.567 2.212 1.701
Br 4.513 -4.991 1.876
C 3.384 -3.663 1.226
C 3.418 -3.323 -0.123
C 2.564 -2.346 -0.570
N 1.704 -1.703 0.243
C 1.682 -2.036 1.555
C 2.505 -3.012 2.077
H 4.101 -3.812 -0.805
H 2.552 -2.058 -1.610
H 0.984 -1.509 2.188
H 2.455 -3.257 3.131
C -0.305 2.228 -5.715
Si -0.710 1.965 -3.943
C -0.343 3.465 -2.914
C -2.419 1.280 -3.704
As 0.686 0.250 -2.831
Si 3.046 1.149 -2.960
C 4.280 -0.199 -2.729
C 3.080 1.846 -4.667
C 3.037 2.359 -1.558
Si 0.120 -1.889 -4.051
C -1.466 -2.338 -3.210
C 0.005 -1.297 -5.793
C 1.433 -3.164 -3.841
H -0.977 3.014 -6.086
H -0.470 1.338 -6.324
H 0.720 2.571 -5.867
H -1.171 4.181 -3.001
H 0.563 3.969 -3.267
H -0.204 3.222 -1.863
H -3.152 2.098 -3.744
H -2.535 0.759 -2.753
H -2.672 0.576 -4.503
H 4.075 -1.081 -3.344
H 4.369 -0.500 -1.683
H 5.252 0.201 -3.047
H 2.594 1.177 -5.383
H 4.123 1.970 -4.983
H 2.594 2.825 -4.712
H 2.647 1.894 -0.656
H 2.430 3.239 -1.789
H 4.057 2.702 -1.343
H -2.278 -1.667 -3.503
H -1.350 -2.292 -2.128
H -1.766 -3.360 -3.471
H -0.954 -0.806 -5.986
H 0.089 -2.152 -6.475
H 0.813 -0.601 -6.034
H 1.385 -3.656 -2.867
H 2.444 -2.780 -4.007
H 1.246 -3.926 -4.609
*
```

Values from the calculation:
Kohn-Sham gap (spin up / spin down)	9.253 / 5.850	eV
E_HOMO (spin up / spin down)	-14.8 / -15.2	eV
LUMO level (spin up / spin down)	-0.20425 / -0.34200	Eh
⟨S²⟩	6.017

Mulliken population analysis, charges in e, atoms 1 to 8: atom 1 (Ir): 1.6555, atom 2 (N): -0.2032, atom 3 (N): -0.4108, atom 4 (C): 0.4805, atom 5 (O): -0.5148, atom 6 (O): -0.5554, atom 7 (H): 0.2974, atom 8 (H): 0.2310


Record 5
DFT (ωB97M-V/def2-TZVPD) results for a molecular structure, C25H28BeN3O4PS2 at a distorted geometry.

```
! wB97M-V def2-TZVPD RIJCOSX def2/J DEFGRID3
* xyz 0 1
Be 0.381 -1.746 -0.243
O 0.499 -0.889 1.259
S 1.928 -0.475 1.031
O 2.907 -0.991 1.941
O 2.065 -0.699 -0.385
C 2.026 1.300 1.250
C 3.135 1.784 1.953
C 3.329 3.132 2.073
C 2.403 4.007 1.463
C 1.269 3.488 0.794
C 1.105 2.120 0.607
P -0.451 1.498 -0.193
C -1.735 2.142 1.045
C -2.250 1.078 1.834
C -3.261 1.312 2.719
C -3.852 2.564 2.800
C -3.273 3.632 2.121
C -2.203 3.452 1.260
C -0.450 2.756 -1.572
C -1.491 3.601 -1.893
C -1.276 4.493 -2.919
C -0.072 4.539 -3.682
C 0.973 3.706 -3.340
C 0.753 2.780 -2.307
H 3.850 1.092 2.377
H 4.216 3.517 2.641
H 2.613 5.053 1.395
H 0.644 4.174 0.330
H -1.914 0.040 1.656
H -3.684 0.549 3.342
H -4.674 2.781 3.482
H -3.618 4.649 2.304
H -1.760 4.193 0.679
H -2.426 3.539 -1.323
H -2.068 5.134 -3.235
H 0.014 5.084 -4.608
H 1.881 3.609 -3.996
H 1.567 2.112 -1.983
C -1.450 -0.836 -3.407
C -1.581 -1.773 -2.237
C -2.668 -1.417 -1.231
O -0.297 -1.750 -1.616
H -2.212 -0.984 -4.182
H -0.511 -0.881 -3.841
H -1.521 0.187 -2.970
H -1.755 -2.824 -2.529
H -2.546 -0.379 -0.852
H -2.648 -2.149 -0.459
H -3.644 -1.429 -1.706
C 1.674 -7.016 2.694
C 2.412 -5.658 2.638
C 1.937 -4.941 1.404
N 1.482 -3.743 1.378
N 1.003 -3.378 0.157
C 1.102 -4.316 -0.809
N 0.741 -4.116 -2.093
S 1.688 -5.800 -0.161
H 2.153 -7.665 3.442
H 1.821 -7.469 1.721
H 0.618 -6.972 2.862
H 3.513 -5.862 2.653
H 2.267 -5.017 3.535
H 0.384 -3.147 -2.206
H 0.939 -4.777 -2.865
*
```

Values from the calculation:
energy relative to the best compared isomer or geometry (same formula, charge and spin)	20.82	kcal per mole
Kohn-Sham gap	8.281	eV
E_HOMO	-8.0	eV
LUMO level	0.01047	Eh

Mulliken population analysis, charges in e, atoms 1 to 8: atom 1 (Be): -0.4268, atom 2 (O): -0.4756, atom 3 (S): 1.4254, atom 4 (O): -0.6816, atom 5 (O): -0.5554, atom 6 (C): 0.3740, atom 7 (C): -0.6482, atom 8 (C): -0.4901


Record 6
DFT (ωB97M-V/def2-TZVPD) results for a molecular structure, C5H34NO12S at a distorted geometry.

```
! wB97M-V def2-TZVPD RIJCOSX def2/J DEFGRID3
* xyz -1 1
C -0.586 0.241 -2.422
O -0.285 -1.210 -2.462
C 0.264 0.931 -1.372
C 0.239 0.320 0.048
C -1.008 0.377 0.752
S -0.997 1.614 2.162
C -0.621 0.821 3.887
N 1.650 0.823 -1.869
H -0.320 0.648 -3.430
H -1.721 0.507 -2.213
H 0.090 2.000 -1.411
H 0.522 -0.827 0.013
H 1.131 0.851 0.601
H -1.470 -0.517 1.183
H -1.921 0.861 0.201
H -0.030 1.518 4.469
H -1.453 0.595 4.514
H -0.248 -0.092 3.817
H 1.839 -0.090 -2.226
H 2.291 1.088 -1.058
H -4.354 -0.360 -1.718
H -4.160 0.526 -2.943
O -4.051 0.571 -2.129
H 2.847 -1.663 0.858
H 3.475 -1.671 2.197
O 2.598 -2.006 1.948
H 3.768 -0.089 -0.043
H 3.001 0.915 1.096
O 3.570 0.990 0.449
H 2.168 -2.222 -0.604
H 4.383 -1.534 -0.101
O 3.510 -1.309 -0.338
H 2.116 -3.440 -1.246
H 0.214 -1.582 -1.766
O 1.446 -2.776 -0.993
H -3.681 -3.339 0.038
H -4.398 -2.463 1.104
O -4.185 -2.596 0.175
H -1.329 -3.395 1.887
H -2.058 -2.240 2.637
O -2.208 -3.094 2.094
H 2.766 2.705 -0.359
H 3.959 3.431 -0.516
O 2.979 3.705 -0.524
H -3.828 2.307 -1.210
H -3.459 2.911 0.236
O -3.522 3.115 -0.768
H 0.504 -2.739 0.749
H 1.057 -3.283 2.064
O 0.302 -3.361 1.496
H 0.355 4.198 -2.126
H -0.954 4.596 -2.176
O -0.196 4.734 -2.651
*
```

Values from the calculation:
energy relative to the best compared isomer or geometry (same formula, charge and spin)	127.14	kcal per mole
Kohn-Sham gap	8.299	eV
E_HOMO	-5.8	eV
LUMO level	0.09287	Eh

Mulliken population analysis, charges in e, atoms 1 to 8: atom 1 (C): -0.0587, atom 2 (O): -0.5151, atom 3 (C): -0.3216, atom 4 (C): 1.9455, atom 5 (C): 0.3121, atom 6 (S): -0.0938, atom 7 (C): -1.0135, atom 8 (N): -0.5887


Record 7
DFT (ωB97M-V/def2-TZVPD) results for C4HN3O in the gas phase at a distorted geometry.

```
! wB97M-V def2-TZVPD RIJCOSX def2/J DEFGRID3
* xyz 0 1
C 0.798 0.870 1.422
C -1.372 1.744 0.869
C -1.156 -0.465 1.597
C -0.568 0.568 0.837
N 1.705 1.147 2.026
N -2.080 2.636 0.876
N -1.576 -1.410 2.115
O -0.356 0.008 -0.544
H -1.118 -0.410 -1.035
*
```

Values from the calculation:
energy relative to the best compared isomer or geometry (same formula, charge and spin)	28.63	kcal per mole
Kohn-Sham gap	12.158	eV
E_HOMO	-12.9	eV
LUMO level	-0.02869	Eh
SMILES string	N#CC(O)(C#N)C#N

Mulliken population analysis, charges in e, atoms 1 to 8: atom 1 (C): -0.2092, atom 2 (C): -0.1738, atom 3 (C): -0.1558, atom 4 (C): 1.5932, atom 5 (N): -0.2740, atom 6 (N): -0.2984, atom 7 (N): -0.3391, atom 8 (O): -0.5203


Record 8
DFT (ωB97M-V/def2-TZVPD) results for a molecular structure, C23H19N7O2S5SbTc.

```
! wB97M-V def2-TZVPD RIJCOSX def2/J DEFGRID3
* xyz 2 1
Tc 0.199 0.093 -0.324
N -1.406 1.391 -4.216
C -1.148 0.841 -3.031
S 0.531 0.556 -2.611
N -2.162 0.487 -2.278
N -1.765 -0.042 -1.098
C -2.681 -0.468 -0.306
C -2.269 -0.941 1.002
C -3.158 -1.542 1.880
C -2.697 -1.975 3.111
C -1.358 -1.799 3.422
C -0.528 -1.200 2.494
N -0.963 -0.762 1.308
H -0.661 1.658 -4.835
H -2.360 1.477 -4.527
H -3.719 -0.444 -0.614
H -4.190 -1.670 1.587
H -3.371 -2.447 3.813
H -0.953 -2.122 4.370
H 0.522 -1.068 2.705
C 1.806 4.070 10.506
O 1.070 3.792 9.305
C 1.563 4.174 8.141
C 2.794 4.825 7.976
C 3.191 5.186 6.710
C 2.391 4.893 5.599
C 1.146 4.251 5.769
C 0.744 3.893 7.021
N 2.901 5.326 4.388
N 2.337 5.145 3.324
C 1.584 4.337 2.601
C 0.509 4.879 1.840
C -0.218 4.106 0.981
C 0.141 2.754 0.774
O -0.436 1.973 -0.064
C 1.224 2.197 1.503
N 1.477 0.894 1.218
C 2.453 0.295 1.908
C 3.221 0.960 2.854
C 2.991 2.300 3.112
C 1.957 2.942 2.436
H 1.203 3.668 11.312
H 1.930 5.145 10.634
H 2.774 3.570 10.483
H 3.419 5.055 8.825
H 4.127 5.704 6.546
H 0.496 4.065 4.923
H -0.209 3.414 7.199
H 0.280 5.928 1.972
H -1.048 4.517 0.422
H 2.639 -0.744 1.669
H 4.010 0.425 3.361
H 3.615 2.832 3.819
S 2.893 -4.560 -2.047
Sb 1.994 -5.389 -0.245
S 2.269 -1.025 -0.902
S 0.673 -2.224 -1.055
S 0.614 -3.455 0.594
*
```

Values from the calculation:
Kohn-Sham gap	4.477	eV
E_HOMO	-12.3	eV
LUMO level	-0.28685	Eh

Mulliken population analysis, charges in e, atoms 1 to 8: atom 1 (Tc): -0.1252, atom 2 (N): -0.3551, atom 3 (C): 0.7278, atom 4 (S): -0.1244, atom 5 (N): -1.4172, atom 6 (N): 1.1234, atom 7 (C): -0.7015, atom 8 (C): 0.7563


Record 9
DFT (ωB97M-V/def2-TZVPD) results for a molecular structure, C22H15AuN3O7 at a distorted geometry.

```
! wB97M-V def2-TZVPD RIJCOSX def2/J DEFGRID3
* xyz -1 1
Au -0.213 0.148 0.062
C -0.964 4.092 -1.460
O -0.915 4.755 -0.194
C -0.673 4.121 0.984
C -0.376 4.977 2.035
C -0.085 4.510 3.311
C -0.084 3.154 3.543
C -0.385 2.268 2.503
C -0.391 0.856 2.831
N -0.480 -0.104 1.995
N -0.543 -1.416 2.442
C -0.275 -2.231 1.461
O -0.046 -1.896 0.232
C -0.243 -3.690 1.765
C 0.054 -4.589 0.747
C 0.085 -5.951 1.011
C -0.183 -6.417 2.291
C -0.481 -5.518 3.308
C -0.510 -4.158 3.048
C -0.705 2.728 1.212
O -1.132 1.909 0.241
H -1.074 4.895 -2.185
H -1.808 3.414 -1.528
H -0.042 3.547 -1.660
H -0.363 6.037 1.814
H 0.155 5.207 4.102
H 0.156 2.757 4.521
H -0.328 0.563 3.875
H 0.262 -4.209 -0.244
H 0.321 -6.647 0.217
H -0.160 -7.480 2.497
H -0.690 -5.880 4.307
H -0.738 -3.447 3.830
O -0.152 0.218 -6.811
C 0.890 0.204 -6.127
O 2.086 0.147 -6.457
C 0.643 0.242 -4.601
C -0.658 0.368 -4.117
C -0.881 0.387 -2.765
N 0.142 0.299 -1.896
C 1.418 0.191 -2.319
C 1.678 0.155 -3.677
C 2.531 0.162 -1.257
O 3.662 -0.082 -1.642
O 2.133 0.424 -0.071
H -1.469 0.440 -4.828
H -1.870 0.474 -2.335
H 2.702 0.067 -4.012
*
```

Values from the calculation:
energy relative to the best compared isomer or geometry (same formula, charge and spin)	0.00	kcal per mole
Kohn-Sham gap	6.395	eV
E_HOMO	-5.5	eV
LUMO level	0.03422	Eh

Mulliken population analysis, charges in e, atoms 1 to 8: atom 1 (Au): 0.7152, atom 2 (C): -0.6409, atom 3 (O): -0.4727, atom 4 (C): 0.3310, atom 5 (C): -0.5930, atom 6 (C): -0.6281, atom 7 (C): -0.9655, atom 8 (C): 0.6402